[1]
The following is a quantum chemistry calculation of a molecular structure, C22H37B2N3O20Sr in a non-equilibrium geometry, from the Open Molecules 2025 dataset.

XYZ file:
```
85
Properties=species:S:1:pos:R:3:forces:R:3
Sr -0.45050 -0.02535 0.33785 0.6 0.8 -0.2
O 5.28346 -4.22188 -4.13132 -0.4 3.6 2.4
C 5.22248 -3.25910 -3.34138 -0.6 -2.3 -2.3
O 4.54042 -2.09184 -3.48600 0.7 -1.0 -0.6
B 4.66857 -1.31242 -2.26970 0.4 -0.2 -0.1
O 5.60741 -2.04878 -1.41525 0.2 0.3 0.4
C 5.82067 -3.24027 -1.92945 1.0 -1.7 -0.1
O 6.37020 -4.20573 -1.44097 -0.6 1.5 -0.1
O 3.36455 -1.28174 -1.57314 -1.1 0.6 0.1
C 2.97813 -0.04179 -1.40790 0.5 -0.3 0.9
O 1.95447 0.34271 -0.88780 -0.2 -0.3 -0.2
C 4.11838 0.85527 -1.88669 -0.8 4.7 -1.2
O 5.00144 0.12594 -2.48552 0.7 -1.3 0.2
O 4.08465 2.10443 -1.90066 0.0 -3.5 0.6
O -1.76073 3.32875 4.04880 -1.9 1.9 -3.4
C -2.27836 3.79959 2.99926 1.9 -1.9 3.3
O -2.83655 4.96703 2.78420 0.8 -1.0 0.5
B -3.19870 5.07341 1.37731 -0.5 0.4 -0.3
O -2.87018 3.75574 0.73949 1.3 -2.2 1.8
C -2.27813 2.96416 1.69566 -0.8 1.6 -1.2
O -1.79614 1.85652 1.57242 -0.9 0.7 -0.3
O -4.61369 5.42495 1.27432 1.0 -2.0 1.0
C -4.74923 6.30232 0.34064 -2.2 2.1 -1.2
O -5.83426 6.72358 -0.00849 1.7 -0.3 -0.2
C -3.31457 6.83124 -0.01009 -1.5 3.2 -1.0
O -2.47095 6.12300 0.66035 1.2 -1.2 0.7
O -3.09576 7.87749 -0.58850 -0.1 -1.7 0.3
C -2.37878 -1.13618 3.21076 0.3 -0.9 0.4
O -1.73255 -1.43847 1.96109 -0.9 -1.2 0.0
C -1.63130 -2.86537 1.69559 1.6 -0.5 -1.3
C -1.25485 -3.22263 0.19457 0.3 0.9 0.5
N -0.08266 -2.46803 -0.34600 -1.4 0.4 -0.1
C 0.31106 -2.79993 -1.71253 1.7 -0.1 0.0
C 1.35252 -3.98833 -1.66142 -0.8 -0.5 -0.8
O 2.20524 -3.86903 -0.53784 0.1 0.3 -0.7
C 3.10007 -4.97983 -0.35822 -0.2 0.5 1.4
H -1.86707 -1.67752 4.00650 0.5 0.4 0.2
H -3.37916 -1.55417 3.32316 -0.4 0.2 -0.8
H -2.39344 -0.06094 3.38900 0.2 -0.1 -0.2
H -2.52381 -3.46769 1.86512 -0.3 0.5 0.5
H -0.80909 -3.27989 2.27890 -0.1 0.1 0.6
H -2.18702 -3.03388 -0.33792 0.4 0.3 -0.7
H -1.01885 -4.27698 0.05052 -0.4 -0.4 0.7
H 0.76906 -2.71795 0.13590 0.0 -0.1 0.9
H 0.90437 -1.98446 -2.12614 0.1 0.4 0.4
H -0.51633 -2.81287 -2.42201 -0.1 -1.0 0.2
H 1.92509 -4.00356 -2.58879 0.2 0.2 -0.1
H 0.86282 -4.96117 -1.61793 -0.3 -0.2 0.1
H 2.52229 -5.78044 0.10362 0.0 -0.5 -0.4
H 3.79160 -4.65010 0.41712 0.1 0.1 -0.1
H 3.72566 -5.30941 -1.18774 -0.5 0.2 -0.5
C 2.30416 0.48921 4.02978 0.5 1.5 -0.1
C 1.40179 0.75385 2.84162 0.0 -0.1 1.0
C 1.83302 1.86495 1.89925 -0.3 -1.2 1.4
O 0.77681 1.98856 0.98614 0.2 1.5 0.2
C 0.90327 3.19337 0.20596 1.3 -1.2 -0.8
N 1.29828 -0.52306 2.12913 -0.3 -0.4 0.3
H 3.29427 0.24305 3.64613 0.2 -0.3 0.3
H 1.90934 -0.28055 4.69287 0.1 -0.1 -0.1
H 2.40265 1.41564 4.59558 0.1 -0.1 0.3
H 0.41948 0.98399 3.25416 -0.3 0.2 -0.3
H 2.77010 1.49283 1.48513 0.2 0.5 -0.7
H 1.98482 2.77291 2.48293 0.1 0.2 -0.2
H 1.86105 3.03222 -0.28879 0.1 0.5 -0.5
H 1.00095 4.11568 0.77860 -0.6 -0.1 0.3
H 0.13394 3.17245 -0.56592 -0.1 0.4 0.4
H 2.23837 -0.85990 1.97788 0.4 0.0 -0.5
H 1.00590 -1.10674 2.89981 -0.4 -0.8 -0.2
C -2.37208 0.86543 -3.90740 -0.9 -0.2 -0.4
C -2.25629 0.81370 -2.37593 -0.5 -0.3 -1.4
C -2.79324 -0.52414 -1.81412 0.9 0.4 0.1
O -2.73102 -0.49589 -0.38882 -1.6 0.9 -1.0
C -3.93341 0.07317 0.13880 -0.4 -1.1 1.3
N -0.83899 0.99340 -2.08932 0.1 0.0 0.1
H -2.24965 1.85237 -4.35358 0.1 0.2 0.4
H -3.32577 0.50231 -4.29047 -0.1 -0.1 0.1
H -1.59433 0.25748 -4.36955 0.0 -0.3 0.0
H -2.77552 1.66475 -1.93523 -0.4 -0.2 0.2
H -2.17809 -1.39973 -2.02153 0.3 0.2 -0.8
H -3.78570 -0.74566 -2.20662 -0.2 0.1 0.3
H -4.64805 -0.74346 0.24131 -0.2 -0.1 0.0
H -4.45464 0.83394 -0.44228 0.7 0.3 -0.2
H -3.69673 0.39020 1.15446 -0.2 0.4 -0.3
H -0.41405 0.56089 -2.89708 0.8 -0.5 0.2
H -0.65260 1.96437 -2.29568 0.3 0.4 0.4
```
Positions in Å, forces in eV/Å.

Computed properties:
largest force on an atom: 0.095 Eh/bohr
E_LUMO: -0.023 Eh
gap between HOMO and LUMO: 0.325 hartree

Atomic partial charges in e from the Löwdin method, atoms 1 to 8: 1.56 0.11 -0.31 0.23 -0.87 0.24 -0.40 0.14

=====

[2]
The following is a quantum chemistry calculation of a molecular structure, C4H7FNO in a non-equilibrium geometry, from the Open Molecules 2025 dataset.

XYZ file:
```
14
Properties=species:S:1:pos:R:3:forces:R:3
C -1.68100 1.61427 -1.66425 -0.1 -0.3 -0.4
C -0.70610 1.53288 -0.76880 -0.4 -1.5 1.0
C 1.19277 -1.66177 1.09884 -0.2 -2.1 0.7
C 0.83056 -0.27359 0.53920 6.1 -0.6 2.2
N -0.42906 -0.19329 0.14460 -5.0 5.5 -3.0
O -1.34032 -0.90254 0.20268 0.0 -1.1 0.2
F 0.15153 2.33146 -0.15950 -1.1 -0.9 -1.0
H -1.91495 2.58512 -2.20457 0.6 -1.2 0.9
H -2.31024 0.71777 -2.01571 1.3 1.4 1.0
H 1.77855 -1.76687 2.03972 -0.2 1.1 -0.7
H 0.27852 -2.22753 1.37264 0.1 0.7 -0.2
H 1.65915 -2.39807 0.43186 0.1 0.8 -0.4
H 1.32778 0.17004 -0.40682 0.1 -1.0 1.5
H 1.16279 0.47212 1.39012 -1.3 -0.7 -1.8
```
Positions in Å, forces in eV/Å.

Computed properties:
largest force on an atom: 0.157 Eh/bohr
E_LUMO: -0.237 Eh
total charge: +1
gap between HOMO and LUMO: 0.342 hartree

Atomic partial charges in e from the Löwdin method, atoms 1 to 8: 0.12 -0.13 -0.04 -0.20 -0.09 0.26 0.13 0.13

=====

[3]
The following is a quantum chemistry calculation of a molecular structure, C41H49BHgO2P2 in a non-equilibrium geometry, from the Open Molecules 2025 dataset.

XYZ file:
```
96
Properties=species:S:1:pos:R:3:forces:R:3
Hg 1.55008 -0.81130 1.72574 -0.7 1.0 -0.3
C -2.62052 0.62351 4.18923 -1.5 0.2 -0.2
C -3.21659 0.28599 3.03044 1.7 -0.2 0.5
C -3.71497 1.24925 1.99815 -0.7 -0.1 -0.7
C -2.63358 2.23450 1.40055 -0.4 -0.5 0.1
C -1.51791 2.72780 2.27173 0.3 -0.5 0.1
C -1.69481 3.34316 3.43467 0.7 0.5 -0.4
C -2.93784 3.23675 4.21776 -0.8 0.0 0.5
C -2.99650 1.87037 4.98380 0.7 0.5 0.0
C 2.23781 -0.75019 -0.30698 0.0 -0.7 0.6
H -1.89067 -0.04194 4.65498 -0.9 -0.1 -0.2
H -3.04478 -0.74061 2.68776 0.0 0.4 0.2
H -4.59242 1.83977 2.33169 0.5 -0.4 -0.1
H -4.04543 0.63512 1.14033 -0.2 0.4 0.3
H -2.14494 1.80081 0.51437 -0.5 -0.1 0.2
H -3.21735 3.10419 1.06388 0.3 -0.1 -0.1
H -0.51102 2.46841 1.91983 -0.2 0.9 -0.1
H -0.91301 3.98620 3.84047 0.3 -0.8 0.3
H -3.82977 3.35132 3.59864 0.0 0.0 0.0
H -2.97710 4.04033 4.95879 -0.1 -0.1 0.0
H -2.26354 1.93263 5.80377 -0.4 0.2 -0.1
H -4.01053 1.78182 5.43593 0.6 -0.2 -0.3
H 3.33065 -0.79262 -0.32147 -0.1 0.2 -0.2
H 1.85461 0.16269 -0.78619 0.2 -0.3 0.2
H 1.86437 -1.65042 -0.82097 0.1 0.5 0.0
P 0.12702 -2.03751 -3.03333 -0.1 -1.0 0.2
P 2.09246 0.41171 -3.67638 1.1 -0.1 -0.8
C -0.49966 -0.45468 -3.58629 0.5 1.2 -0.2
C 0.36106 0.43295 -4.14087 -1.3 -0.8 0.0
C -0.41367 -3.07335 -4.50479 0.1 0.2 0.1
C -1.46484 -2.70148 -5.35802 0.1 -0.5 -0.3
C -1.83201 -3.53331 -6.42577 0.2 0.0 0.1
C -1.13990 -4.72888 -6.65513 0.1 -0.1 0.3
C -0.07068 -5.09284 -5.81999 -0.2 0.2 -0.2
C 0.30575 -4.25640 -4.76641 -0.4 0.3 0.0
C -1.21469 -2.34859 -1.81203 0.1 -0.2 0.2
C -1.21874 -1.52871 -0.66598 -0.3 -0.4 -0.1
C -2.20134 -1.68805 0.30857 0.0 -0.2 -0.2
C -3.20457 -2.64965 0.12120 0.0 0.0 -0.1
C -3.19369 -3.47669 -1.00866 0.3 0.2 0.2
C -2.17077 -3.35513 -1.95661 -0.2 0.3 0.4
C 2.70772 0.82023 -5.39993 0.3 0.0 0.1
C 2.32794 -0.05177 -6.44513 0.1 0.5 -0.1
C 2.54622 0.31312 -7.77803 0.3 0.2 0.2
C 3.18692 1.52813 -8.06978 0.0 0.0 0.2
C 3.67355 2.33590 -7.03326 0.0 -0.5 0.2
C 3.47894 1.95588 -5.69361 -0.3 -0.2 -0.6
C 2.19030 2.05473 -2.84038 0.1 0.2 0.1
C 3.34117 2.34878 -2.08055 -0.3 0.2 -0.3
C 3.49192 3.60057 -1.47689 -0.2 0.0 -0.1
C 2.48837 4.57205 -1.62103 0.1 -0.3 0.0
C 1.33329 4.27637 -2.35453 0.2 -0.1 0.2
C 1.17558 3.01296 -2.93710 0.3 0.5 0.0
H -1.57775 -0.28943 -3.47546 0.2 0.0 -0.8
H 0.03966 1.15297 -4.89923 -0.2 0.3 0.6
H -1.99289 -1.75635 -5.22028 0.1 -0.3 0.1
H -2.66014 -3.25082 -7.08583 0.4 -0.1 0.3
H -1.43431 -5.39278 -7.47444 0.1 0.3 0.3
H 0.47449 -6.02622 -5.99361 -0.2 0.4 0.0
H 1.16876 -4.50676 -4.14458 -0.3 0.0 -0.1
H -0.43871 -0.78323 -0.53120 -0.1 0.0 -0.1
H -2.17180 -1.07754 1.21639 0.0 -0.3 -0.6
H -3.98960 -2.76499 0.87352 0.2 0.0 -0.3
H -3.96984 -4.22844 -1.15091 0.2 0.2 0.1
H -2.11520 -4.03342 -2.80243 -0.1 0.1 0.0
H 1.84952 -1.00953 -6.22324 0.0 0.3 0.0
H 2.22165 -0.34353 -8.59324 0.1 0.3 0.4
H 3.32427 1.83357 -9.11073 0.0 -0.1 0.4
H 4.21361 3.26021 -7.25709 -0.2 -0.4 0.0
H 3.91870 2.54816 -4.89062 -0.3 0.0 -0.2
H 4.12940 1.59946 -1.99877 -0.2 0.1 0.1
H 4.40332 3.81546 -0.90712 -0.4 0.0 -0.2
H 2.61396 5.55068 -1.14926 -0.1 -0.3 -0.2
H 0.56067 5.04130 -2.47653 0.2 -0.3 0.1
H 0.27499 2.80303 -3.50787 0.2 0.1 0.1
C -0.58430 0.27963 6.88837 -0.3 0.3 0.7
C 0.57986 0.09695 5.92086 0.3 -0.1 0.3
C 1.67998 1.09243 6.34637 0.3 0.0 -0.3
O 0.26495 0.44586 4.55838 0.7 0.0 -0.6
B 0.69330 -0.59354 3.73559 -0.4 -0.2 -0.1
O 0.74777 -1.77408 4.43633 0.3 0.4 -0.2
C 0.98608 -1.43106 5.79998 0.1 -0.6 1.3
C 2.44445 -1.76362 6.09287 0.5 -0.5 -0.1
C 0.22647 -2.42321 6.67866 0.0 -0.5 0.2
H -1.57721 0.08652 6.46861 0.4 -0.1 0.2
H -0.58057 1.28645 7.32056 -0.1 0.0 -0.4
H -0.45702 -0.37090 7.76442 0.0 0.1 -0.3
H 1.21616 2.08384 6.46377 0.1 -0.3 -0.1
H 2.15195 0.82439 7.30371 -0.1 0.0 -0.3
H 2.45074 1.21018 5.55513 -0.3 -0.3 0.5
H 2.54232 -2.35522 7.00719 0.1 0.1 -0.2
H 2.78202 -2.40176 5.26781 0.3 0.3 0.2
H 3.07578 -0.90742 6.23838 0.4 0.4 -0.4
H -0.79113 -2.14999 6.92081 -0.3 -0.2 -0.3
H 0.26141 -3.39627 6.15554 -0.1 0.4 0.3
H 0.77637 -2.55485 7.62304 -0.5 0.1 -0.2
```
Positions in Å, forces in eV/Å.

Computed properties:
largest force on an atom: 0.035 Eh/bohr
E_LUMO: 0.017 Eh
gap between HOMO and LUMO: 0.297 hartree

Atomic partial charges in e from the Löwdin method, atoms 1 to 8: 1.12 -0.10 -0.11 -0.19 -0.17 -0.12 -0.13 -0.19

=====

[4]
The following is a quantum chemistry calculation of 2 unconnected molecules or ions with the total composition C2BrF3N2 in a non-equilibrium geometry, from the Open Molecules 2025 dataset.

XYZ file:
```
8
Properties=species:S:1:pos:R:3:forces:R:3
C 1.07697 -0.53187 0.05477 -4.5 2.5 -1.3
C -0.99455 0.69884 -0.10575 3.5 -1.7 -0.1
N 0.59959 -1.77991 -0.40959 1.0 -0.3 1.0
N 0.68759 -1.60679 0.83285 0.1 -1.2 -0.2
F -1.11435 1.40588 -1.20780 -0.1 0.2 -0.2
F -2.03782 -0.10276 0.02923 0.2 -0.1 0.1
F -0.84078 1.45988 0.94161 -0.5 0.9 0.7
Br 2.62335 0.45673 -0.13532 0.3 -0.2 0.0
```
Positions in Å, forces in eV/Å.

Computed properties:
largest force on an atom: 0.104 Eh/bohr
E_LUMO (spin up / spin down): -0.025 / -0.026 Eh
gap between HOMO and LUMO (spin up / spin down): 0.315 / 0.313 hartree

Population analysis type Löwdin, resulting atomic charges in e: -0.86 -0.52 0.12 0.10 0.14 0.14 0.13 0.76

=====

[5]
The following is a quantum chemistry calculation of C8H10 in the gas phase in a non-equilibrium geometry, from the Open Molecules 2025 dataset.

XYZ file:
```
18
Properties=species:S:1:pos:R:3:forces:R:3
C -0.47333 -1.64535 -0.43147 -7.6 1.8 -2.7
C -1.53896 -0.69581 -0.42721 3.3 -5.7 -1.2
C -1.63751 0.45228 0.35689 3.7 3.1 1.7
C -0.54818 1.53009 0.17117 0.0 0.7 0.4
C 0.75160 1.53842 -0.14573 -0.6 2.4 -1.6
C 1.58070 0.35921 -0.61704 2.6 0.8 2.7
C 1.59339 -0.74578 0.45490 -3.9 1.1 -3.5
C 0.52385 -1.55005 0.46820 5.3 -0.5 3.2
H -0.70232 -2.55038 -1.02218 0.5 0.4 0.3
H -2.39296 -0.96279 -1.00744 -0.4 0.0 -0.6
H -1.45164 0.51613 1.42103 -0.7 -1.6 1.0
H -2.47143 1.00677 0.17887 -2.7 1.1 -0.4
H -0.96663 2.44911 0.62339 0.4 0.0 -0.9
H 1.07517 2.65545 -0.40954 0.0 -2.6 1.1
H 1.19525 -0.02351 -1.51752 -0.2 -0.5 -1.2
H 2.65662 0.69871 -0.69948 -1.2 -0.2 -0.5
H 2.12609 -0.80003 1.30717 2.6 0.4 2.3
H 0.68026 -2.23246 1.29601 -0.9 -0.7 0.0
```
Positions in Å, forces in eV/Å.

Computed properties:
largest force on an atom: 0.161 Eh/bohr
E_LUMO: 0.039 Eh
SMILES: C1=C\C/C=C\C\C=C/1
gap between HOMO and LUMO: 0.345 hartree

Atomic partial charges in e from the Löwdin method, atoms 1 to 8: -0.10 -0.07 -0.21 -0.12 -0.12 -0.18 -0.06 -0.19

=====

Values of ΔE to the lowest compared entry with this formula, charge and spin, in order: 249.4, 237.7, 121.7, 423.8, 407.8, all in kJ/mol.